{
  "formula": "C6H13N2S",
  "method": "ωB97M-V with the def2-TZVPD basis set",
  "species": ["S", "C", "C", "H", "H", "H", "H", "H", "H", "C", "C", "C", "N", "N", "C", "H", "H", "H", "H", "H", "H", "H"],
  "xyz": [[-0.411980, -0.742697, 3.783017], [0.518039, -2.971431, 2.364914], [-0.368517, -2.543427, 3.525921], [0.905977, -0.597118, 4.036563], [0.187904, -2.487446, 1.430378], [0.468422, -4.065173, 2.231237], [1.566503, -2.687646, 2.556738], [-1.424287, -2.814462, 3.332666], [-0.061621, -3.036265, 4.468453], [0.492652, 0.865040, -1.484373], [0.118265, 1.668429, -2.535059], [-1.229280, 2.087963, -0.794577], [-0.351364, 1.147338, -0.437870], [-0.948462, 2.406048, -2.063125], [0.658123, 1.805759, -3.914542], [1.288219, 0.123735, -1.409277], [-2.018552, 2.512211, -0.173960], [-0.323652, 0.703748, 0.497952], [-1.470494, 3.114911, -2.609280], [1.505101, 1.111814, -4.047489], [1.014104, 2.834011, -4.095007], [-0.115100, 1.564656, -4.663282]],
  "forces_ev_per_angstrom": [[0.29, 0.02, -0.10], [0.11, -0.06, -0.10], [-0.31, -0.35, 0.20], [-0.24, 0.01, -0.02], [0.15, -0.20, 0.30], [0.07, 0.41, 0.02], [-0.37, -0.15, -0.13], [0.52, 0.09, 0.16], [-0.21, 0.29, -0.50], [0.19, 0.11, -0.63], [0.28, -0.50, 0.57], [0.29, -0.23, -0.06], [-0.46, -0.01, 0.95], [-0.76, 0.76, -0.19], [0.16, -0.03, -0.26], [-0.39, 0.37, -0.03], [0.37, -0.20, -0.28], [-0.03, 0.38, -0.79], [0.56, -0.75, 0.57], [-0.41, 0.35, 0.02], [-0.11, -0.41, 0.05], [0.32, 0.08, 0.27]],
  "mulliken_charge": [-0.261, -0.884, -0.414, 0.131, 0.190, 0.319, 0.306, 0.308, 0.314, -0.433, 0.526, -0.167, 0.039, -0.038, -1.135, 0.385, 0.392, 0.171, 0.273, 0.308, 0.334, 0.336],
  "relative_energy_kj_mol": 5.2,
  "total_charge": 1,
  "gap_ha": 0.319,
  "e_tot_ha": -743.895452
}

{
  "formula": "C28H54N5O8",
  "method": "ωB97M-V with the def2-TZVPD basis set",
  "species": ["C", "C", "C", "N", "C", "C", "O", "C", "C", "O", "N", "C", "N", "C", "C", "N", "C", "C", "C", "C", "C", "O", "C", "C", "O", "N", "C", "C", "O", "C", "C", "C", "O", "O", "C", "C", "C", "C", "C", "C", "O", "H", "H", "H", "H", "H", "H", "H", "H", "H", "H", "H", "H", "H", "H", "H", "H", "H", "H", "H", "H", "H", "H", "H", "H", "H", "H", "H", "H", "H", "H", "H", "H", "H", "H", "H", "H", "H", "H", "H", "H", "H", "H", "H", "H", "H", "H", "H", "H", "H", "H", "H", "H", "H", "H"],
  "xyz": [[-1.594648, -1.656136, -5.744634], [-0.111340, -1.346634, -5.458569], [0.083988, -0.070228, -4.629737], [0.951326, -0.340590, -3.489008], [1.204764, 0.763719, -2.609094], [2.278700, 1.690257, -3.262552], [3.088099, 1.021371, -4.191988], [4.206492, 0.438774, -3.655762], [4.481639, -0.929143, -4.194839], [4.910885, 0.992979, -2.827017], [1.815570, 0.183474, -1.397530], [0.957647, 0.030188, -0.311139], [1.164295, -0.896123, 0.555317], [0.285472, -1.059241, 1.715141], [-0.850949, -1.985318, 1.364267], [-0.732998, -2.824231, 0.427239], [2.277227, -1.844466, 0.469057], [3.399492, -1.434732, 1.458939], [3.827798, -2.561520, 2.424158], [3.430078, -2.324423, 3.889873], [2.332753, -3.248192, 4.391716], [2.588721, -3.546984, 5.769247], [1.496998, -4.018192, 6.461549], [0.704600, -5.142138, 5.829576], [1.207273, -3.554684, 7.569236], [-0.099532, 0.934292, -0.137957], [0.531117, 2.196860, 0.365664], [0.137928, 2.531796, 1.811564], [0.180996, 3.901531, 2.042450], [-0.960036, 4.615354, 1.527559], [-0.558397, 5.579966, 0.406506], [-0.813430, 1.142887, -1.411538], [-1.451490, 0.011300, -1.844784], [-1.711306, 2.143137, -1.255510], [-3.074592, 1.776817, -0.988554], [-3.365672, 0.978009, 0.292054], [-3.788607, -0.464243, -0.024120], [-4.561353, 1.644393, 1.033048], [-4.209599, 2.963831, 1.687474], [-5.831675, 1.759912, 0.167527], [0.119972, 1.630515, -2.365927], [-2.230394, -0.799356, -5.557445], [-1.911367, -2.491073, -5.128746], [-1.750762, -1.952486, -6.774948], [0.359641, -2.197972, -4.976466], [0.381376, -1.241009, -6.417430], [-0.877063, 0.358622, -4.366929], [0.612769, 0.636411, -5.262681], [0.711318, -1.191879, -2.998449], [2.857034, 2.205524, -2.499606], [1.734947, 2.447649, -3.813513], [3.860207, -1.127864, -5.061015], [4.235345, -1.675258, -3.448941], [5.512901, -1.009313, -4.508535], [2.622947, 0.708869, -1.078437], [-0.100126, -0.115366, 2.070654], [0.880846, -1.486543, 2.515301], [-1.766829, -1.853037, 1.934561], [-1.599054, -3.347874, 0.324717], [1.915320, -2.834633, 0.702758], [2.691322, -1.841430, -0.527512], [4.247672, -1.033194, 0.918154], [3.035824, -0.610343, 2.067689], [4.909695, -2.605160, 2.398226], [3.472575, -3.520789, 2.061365], [3.170343, -1.286366, 4.071183], [4.291612, -2.517593, 4.520143], [2.334780, -4.169576, 3.815526], [1.355118, -2.770539, 4.336259], [-0.230797, -4.757964, 5.438152], [1.273979, -5.630924, 5.047846], [0.471408, -5.880152, 6.584056], [0.349677, 3.041917, -0.284157], [1.611375, 2.070606, 0.384223], [0.889481, 2.106063, 2.475928], [-0.815746, 2.070754, 2.080311], [-1.632321, 3.881796, 1.097805], [-1.411520, 5.134736, 2.362857], [-1.250420, 5.450988, -0.420526], [-0.611139, 6.609244, 0.733169], [0.423699, 5.314660, 0.035878], [-0.895818, -0.771658, -1.818207], [-3.575695, 2.730554, -0.882062], [-3.539090, 1.316897, -1.851788], [-2.535493, 1.011121, 0.992653], [-4.419231, -0.882573, 0.750758], [-4.371864, -0.452847, -0.938356], [-2.924533, -1.082892, -0.243063], [-4.797143, 0.949293, 1.836542], [-3.438201, 2.870591, 2.445165], [-5.093150, 3.375328, 2.168015], [-3.913292, 3.704825, 0.948205], [-6.039889, 2.811027, -0.016020], [-6.686996, 1.364302, 0.697413], [-5.743482, 1.281741, -0.799579]],
  "forces_ev_per_angstrom": [[0.41, -0.31, 0.11], [-0.67, 0.15, -0.35], [0.63, -0.44, -0.56], [-0.53, 0.10, 0.56], [1.52, -0.07, -1.00], [-0.79, 0.76, -0.28], [0.35, -0.60, 0.60], [1.20, 0.58, 0.83], [-0.30, 0.26, -0.83], [-1.38, -0.70, -0.79], [-0.66, 0.02, 0.75], [0.06, 0.22, -0.63], [0.02, -0.15, 0.15], [-0.15, -0.18, -0.11], [-0.06, -0.12, -0.24], [-0.07, 0.30, 0.08], [1.09, 0.32, 0.41], [-0.51, -0.28, 0.28], [0.32, 0.76, -0.09], [0.09, -0.49, 0.08], [0.19, -0.03, 0.26], [-0.66, 0.20, 0.34], [-0.76, 0.95, 2.77], [0.50, 0.18, -0.03], [1.05, -1.14, -2.93], [0.17, -0.38, 0.12], [0.08, 0.01, 0.64], [0.30, -0.15, 0.11], [-0.17, 0.28, 0.14], [0.73, -0.16, -0.56], [-0.49, -0.38, 0.21], [0.09, 0.65, -0.50], [-0.20, -0.22, 0.17], [0.02, -0.02, -0.01], [-0.37, 0.35, 0.55], [-1.16, 0.03, -0.01], [0.50, 0.35, -0.39], [0.14, -0.51, 0.07], [-0.34, 0.16, -0.14], [0.38, 0.54, 0.18], [-0.20, -0.21, 0.51], [-0.15, 0.13, 0.09], [-0.34, -0.02, 0.16], [0.01, -0.07, -0.18], [0.10, -0.10, 0.16], [0.32, 0.09, -0.07], [-0.12, 0.09, 0.27], [-0.01, 0.37, 0.04], [0.02, -0.06, -0.02], [0.18, -0.01, 0.09], [-0.09, 0.14, -0.11], [-0.16, 0.02, -0.07], [0.13, -0.06, 0.27], [0.31, -0.08, 0.26], [0.42, -0.22, -0.33], [-0.02, 0.24, -0.10], [0.12, -0.10, 0.17], [-0.04, -0.04, 0.27], [0.00, -0.15, -0.10], [-0.40, -0.11, 0.01], [-0.31, -0.02, -0.35], [0.16, -0.05, -0.23], [-0.05, 0.23, 0.06], [0.21, -0.16, -0.09], [-0.06, -0.21, -0.01], [-0.07, 0.20, 0.00], [0.14, -0.08, 0.12], [-0.12, -0.16, -0.15], [-0.23, -0.04, -0.21], [-0.15, 0.06, -0.13], [-0.04, -0.05, -0.21], [-0.08, 0.00, 0.28], [-0.39, -0.06, -0.28], [0.23, 0.06, -0.21], [0.03, -0.11, 0.18], [-0.29, 0.13, -0.12], [-0.38, -0.10, 0.21], [-0.26, 0.00, 0.13], [-0.12, 0.15, -0.18], [0.31, 0.23, -0.04], [0.29, 0.22, 0.04], [0.08, -0.16, 0.01], [0.20, 0.37, -0.11], [0.25, -0.29, -0.26], [0.33, -0.02, -0.10], [0.10, -0.21, 0.26], [-0.22, -0.12, -0.14], [-0.04, -0.25, 0.18], [0.01, -0.09, 0.21], [0.22, -0.04, 0.06], [-0.12, 0.04, 0.17], [0.19, 0.14, -0.07], [-0.11, 0.14, -0.15], [-0.24, -0.17, -0.02], [-0.09, -0.24, -0.13]],
  "mulliken_charge": [-1.227, -0.396, -0.418, 0.279, -0.068, -1.139, -0.373, 0.964, -1.049, -0.571, -0.045, -1.311, 0.419, 0.330, -0.499, -0.478, -0.980, -0.836, -0.903, -0.724, -0.332, -0.350, 0.641, -0.891, -0.548, 2.063, -0.204, -1.010, -0.543, 0.501, -1.335, -0.982, -0.595, -0.268, -1.347, 1.892, -1.688, 0.265, -1.693, -1.535, -0.504, 0.340, 0.269, 0.375, 0.412, 0.365, 0.202, 0.187, 0.496, 0.712, 0.385, 0.333, 0.189, 0.378, 0.550, 0.091, -0.272, 0.463, 0.333, 0.711, 0.365, 0.612, 0.304, 0.342, 0.589, 0.388, 0.443, 0.206, 0.283, 0.257, 0.345, 0.340, 0.638, 0.288, 0.245, 0.486, -0.494, 0.538, 0.333, 0.337, 0.360, 0.550, 0.591, 0.218, -0.498, 0.467, 0.411, 0.141, 0.570, 0.359, 0.537, 0.320, 0.408, 0.348, 0.343],
  "total_charge": 1,
  "gap_ha": 0.326,
  "e_tot_ha": -1974.696150
}

{
  "formula": "C11H23ClGaNO2P2",
  "method": "ωB97M-V with the def2-TZVPD basis set",
  "species": ["Ga", "P", "C", "C", "N", "C", "C", "C", "C", "C", "P", "H", "H", "H", "H", "H", "H", "H", "H", "O", "H", "H", "O", "H", "C", "H", "H", "H", "C", "H", "H", "H", "C", "H", "H", "H", "C", "H", "H", "H", "Cl"],
  "xyz": [[0.188038, 0.278000, 0.044270], [-1.019088, -1.753948, -0.062421], [-2.492543, -0.985540, -0.689392], [-2.728850, 0.364381, -0.439545], [-1.642320, 1.170263, -0.063027], [-1.744551, 2.471686, 0.197067], [-3.002111, 3.033753, 0.239448], [-4.138426, 2.279843, -0.124002], [-3.994094, 0.970023, -0.537749], [-0.502164, 3.285524, 0.410934], [0.905314, 2.405418, -0.432302], [-4.808341, 0.347102, -0.912279], [-3.103332, 4.065807, 0.558123], [-5.158760, 2.719989, -0.087505], [-0.614757, 4.301884, 0.002488], [-0.265957, 3.353197, 1.476250], [-1.833374, -0.939082, -2.831650], [-3.257144, -1.580920, -1.251745], [0.460613, -0.452691, -3.201059], [-1.459407, -1.104081, -3.711093], [-1.733409, -0.368441, -4.263374], [0.938932, -0.084271, -1.378595], [1.199090, -0.049349, -2.858347], [1.810068, -0.790925, -2.979506], [0.720417, 2.968597, -2.159059], [0.606115, 4.065417, -2.186043], [1.612244, 2.696741, -2.741476], [-0.166944, 2.525408, -2.633889], [2.429343, 3.141485, 0.210893], [3.274206, 2.737355, -0.359971], [2.428311, 4.234587, 0.130282], [2.555212, 2.846787, 1.259860], [-1.702727, -2.285654, 1.540737], [-2.539508, -2.966020, 1.320696], [-0.930809, -2.771864, 2.129674], [-2.096918, -1.409748, 2.075439], [-0.525882, -3.227127, -1.001229], [0.437045, -3.571677, -0.579845], [-1.296103, -3.996531, -0.847539], [-0.428486, -3.012912, -2.074683], [0.882329, 0.238999, 2.290260]],
  "forces_ev_per_angstrom": [[0.38, -0.48, 2.83], [-0.63, -0.56, 0.50], [-0.76, -1.00, -1.34], [0.60, 1.59, 0.38], [0.04, -1.16, -0.37], [-0.44, -0.44, -0.07], [-1.50, 0.27, -0.03], [-0.35, 0.66, 0.18], [0.07, -0.47, -0.15], [0.51, -0.45, -0.16], [0.22, 2.73, -0.21], [0.03, 0.40, 0.27], [-0.08, -0.08, -0.14], [0.98, -0.20, -0.07], [0.01, -0.35, 0.17], [-0.04, 0.02, 0.04], [-0.20, 0.06, -0.42], [0.58, 0.57, 0.75], [-4.08, -1.29, -1.74], [0.61, -0.01, 0.66], [-0.25, 0.11, -0.26], [0.27, -0.31, -0.62], [3.32, 0.79, 1.03], [0.88, 0.22, 0.07], [0.09, -0.01, -0.21], [0.11, -0.39, 0.14], [-0.32, 0.01, 0.16], [0.28, 0.05, 0.16], [0.22, -0.39, 0.15], [-0.12, 0.13, 0.11], [-0.15, -0.22, -0.08], [-0.05, 0.06, -0.20], [-0.08, 0.04, -0.01], [0.33, 0.07, 0.16], [-0.01, -0.08, 0.16], [0.27, -0.24, -0.12], [0.00, 0.09, 0.08], [-0.45, 0.07, -0.26], [0.28, 0.13, -0.08], [0.03, -0.06, 0.32], [-0.58, 0.09, -1.76]],
  "mulliken_charge": [0.608, 0.350, -1.490, 1.300, 0.154, 0.768, -0.787, -0.481, -0.914, -1.138, 0.331, 0.501, 0.544, 0.428, 0.594, 0.449, 0.334, 0.510, 0.320, -0.677, 0.304, 0.226, -0.487, 0.414, -1.146, 0.452, 0.389, 0.314, -1.136, 0.394, 0.424, 0.373, -1.157, 0.453, 0.404, 0.337, -1.087, 0.403, 0.408, 0.364, -0.350],
  "relative_energy_kj_mol": 393.2,
  "total_charge": 2,
  "gap_ha": [0.240, 0.220],
  "e_tot_ha": -3705.278625
}

Looking at strongest force on any atom for the records above, in order, we have 1.10, 3.32, 4.62 eV/A.